(1)
17
Properties=species:S:1:pos:R:3:forces:R:3 method="wB97M-V/def2-TZVPD" fmax_ha_per_bohr=0.136 molar_mass_g_mol=181.242 e_lumo_ev=0.489 energy_ha=-1229.4179 homo_ev=-8.95 orbital_gap_ev=9.4390
C 1.417873 1.121551 -1.234168 4.11 0.96 3.42
C -0.681112 0.258690 -1.711386 -0.94 -0.60 -1.13
C -0.965997 0.907581 -0.394040 -2.16 0.56 1.78
N 0.660215 0.715933 -2.044203 -2.90 -3.09 -5.56
N 1.019744 2.363066 1.293973 -0.15 0.57 0.41
N -0.270793 -1.751311 2.298563 -1.71 -2.24 -2.90
O -0.175087 -2.232838 -0.190268 0.26 0.04 0.46
O 1.127695 -0.230886 0.929018 0.20 -1.65 0.06
S 0.697357 1.313968 0.384193 -1.18 -0.15 -0.24
S 0.726864 -1.876627 0.895945 -1.16 0.58 1.05
H 2.502729 1.103264 -1.400020 -0.25 0.86 0.26
H -0.678033 -0.876970 -1.483048 0.24 1.84 -1.24
H -1.343817 0.539940 -2.681417 1.14 -0.74 2.74
H -1.504790 1.846204 -0.556373 0.51 0.28 0.24
H -1.620963 0.375811 0.376444 1.23 0.24 -1.09
H -1.076784 -2.371367 2.572946 1.67 0.88 -0.78
H 0.164899 -1.206009 2.943839 1.09 1.66 2.53

(2)
15
Properties=species:S:1:pos:R:3:forces:R:3 method="wB97M-V/def2-TZVPD" fmax_ha_per_bohr=0.152 molar_mass_g_mol=169.086 total_charge=+1 e_lumo_ev=-6.273 energy_ha=-710.0826 smiles=FC(F)(F)OCn1nnc[nH+]1 homo_ev=-16.53 orbital_gap_ev=10.2566
F 1.547226 -1.282975 1.122920 1.42 3.83 -3.26
C 2.093496 -0.215205 0.218232 3.03 -1.14 0.74
F 3.500402 0.029105 0.709007 -5.45 -0.92 -1.97
F 2.165191 -0.777452 -1.150235 -0.56 2.12 4.85
O 1.392769 1.073745 0.328434 -0.09 -3.75 -1.85
C 0.336837 1.227762 -0.684137 0.07 2.52 -0.53
N -0.778688 0.232074 -0.453216 1.29 0.79 -0.79
N -1.359022 -0.424896 -1.526984 -1.39 -0.99 7.47
N -2.295135 -1.267525 -0.905140 1.47 2.28 3.75
C -2.271764 -1.049456 0.595960 3.06 2.35 -2.91
N -1.198485 0.006377 0.848538 -4.39 -4.64 -4.53
H 0.734558 1.244575 -1.796668 -0.97 -0.76 2.39
H -0.144291 2.306708 -0.511594 1.29 -2.38 -0.06
H -2.870999 -1.543349 1.471817 1.18 0.95 -2.13
H -0.852097 0.440513 1.733065 0.03 -0.26 -1.17

(3)
22
Properties=species:S:1:pos:R:3:forces:R:3 method="wB97M-V/def2-TZVPD" fmax_ha_per_bohr=0.037 molar_mass_g_mol=105.181 e_lumo_ev=0.571 energy_ha=-329.4773 smiles=CCCCCN.O homo_ev=-8.60 orbital_gap_ev=9.1676
C -1.581261 1.834427 1.220772 0.83 0.60 -0.84
C -0.288467 1.518267 0.475102 1.46 -0.52 0.24
C 0.586105 0.339860 1.005429 -0.66 0.29 -0.21
C -0.139569 -1.011279 1.079562 0.20 0.26 -0.02
C -0.372807 -1.580238 -0.354102 1.51 0.21 1.17
N 0.894246 -2.246900 -0.748398 -0.76 -0.43 0.40
H -2.125571 0.895608 1.263631 -0.53 0.32 0.47
H -2.101426 2.605978 0.641233 -0.35 -0.43 -0.03
H -1.391523 2.340460 2.167986 -0.04 -0.64 0.33
H -0.498542 1.235186 -0.557108 -0.29 0.35 -0.14
H 0.419668 2.360838 0.457807 -0.50 0.15 -0.17
H 1.087089 0.624044 1.936722 -0.29 -0.15 0.12
H 1.392728 0.190400 0.282135 0.12 0.14 0.02
H -1.060896 -0.975683 1.666803 -0.07 0.21 -0.08
H 0.547927 -1.661964 1.628128 -0.29 -0.35 -0.25
H -0.545459 -0.752202 -1.034429 -0.48 0.00 -0.15
H -1.226725 -2.256484 -0.331634 0.18 -0.15 -0.29
H 0.711995 -3.140966 -1.171018 0.16 -0.04 -0.26
H 1.486400 -1.677466 -1.330148 -0.25 0.05 -0.22
H 1.689638 0.107680 -3.404560 0.12 -0.11 -0.30
H 1.116279 1.085559 -2.399400 0.07 -0.25 0.11
O 1.400173 0.164873 -2.494513 -0.14 0.50 0.12

(4)
28
Properties=species:S:1:pos:R:3:forces:R:3 method="wB97M-V/def2-TZVPD" fmax_ha_per_bohr=0.020 molar_mass_g_mol=144.242 total_charge=+1 e_lumo_ev=-3.176 energy_ha=-441.5308 smiles=NCCC[C@@H]1CNCC[NH2+]1 homo_ev=-12.86 orbital_gap_ev=9.6843
N -1.316391 0.413680 3.023193 -0.15 -0.30 -0.44
C -1.267897 0.803088 1.601198 -0.02 0.00 0.61
C -0.101114 1.741575 1.320111 0.23 -0.20 -0.16
C 1.201357 1.117181 0.824743 -0.05 -0.39 -0.14
C 1.158717 0.246782 -0.446343 0.18 0.54 0.40
C 0.250060 0.759916 -1.538081 -0.34 -0.23 -0.60
N 0.059622 -0.238303 -2.595140 -0.36 -0.33 0.29
C -0.626909 -1.392880 -1.995763 -0.04 1.04 -0.14
C 0.357272 -2.100631 -1.127844 -0.15 -0.69 -0.20
N 0.911199 -1.207733 -0.059418 0.35 -0.20 -0.04
H -2.232018 0.013358 3.209686 0.09 0.11 0.17
H -0.656727 -0.334588 3.219566 0.04 0.16 0.10
H -2.183587 1.338152 1.382850 -0.24 0.07 0.02
H -1.284697 -0.071529 0.947560 0.02 -0.12 -0.37
H -0.391165 2.517184 0.622020 -0.16 0.14 -0.19
H 0.111275 2.240798 2.257800 0.06 0.21 0.16
H 1.916051 1.904318 0.617394 0.12 0.26 0.01
H 1.669190 0.523075 1.609949 0.10 -0.10 0.21
H 2.160722 0.252198 -0.854149 0.24 -0.31 -0.18
H 0.759150 1.617065 -1.965827 0.04 0.24 0.00
H -0.715762 1.099801 -1.167520 -0.12 0.05 0.34
H -0.568291 0.149846 -3.291283 0.29 0.10 -0.12
H -1.488305 -1.049342 -1.415580 -0.23 -0.12 0.23
H -1.011303 -2.063497 -2.751924 0.14 -0.20 -0.22
H -0.083498 -2.978372 -0.670222 -0.02 -0.06 0.35
H 1.181656 -2.441304 -1.738922 0.32 0.09 -0.09
H 1.826211 -1.591631 0.182323 -0.07 0.07 0.17
H 0.365185 -1.268208 0.799625 -0.27 0.16 -0.16